No. 1
Entry from OMol25: a 2-piece molecular cluster, C2H6N2S overall (ωB97M-V/def2-TZVPD).

Element x y z (Å)
C 1.749 0.388 -0.400
C -0.794 -0.511 -0.050
H 1.281 1.201 0.353
H 2.959 0.027 -0.171
H 1.562 0.515 -1.441
H -1.883 1.036 -0.005
H -1.039 0.781 1.838
H -1.853 -2.056 -0.391
N -0.966 0.962 0.312
N -1.843 -1.048 -0.389
S 0.827 -1.294 0.345

The total energy is -587.3414 Ha. The calculation puts the energy above the lowest of the compared OMol25 structures with the same formula, charge and spin at 102.05 kcal per mole. Its orbital gap is 9.2147 eV. The HOMO energy comes out at -9.3 eV.

=====

No. 2
Entry from OMol25: a 2-piece molecular cluster, C2H6N2S overall (ωB97M-V/def2-TZVPD).

Element x y z (Å)
C -1.050 -0.392 -0.268
C 1.588 -0.218 0.246
N -1.799 0.412 0.491
N -2.421 -0.652 -0.315
S 0.185 -1.531 0.174
H -0.435 0.395 -1.654
H 2.223 -0.260 1.167
H 0.954 0.657 0.029
H 2.170 -0.568 -0.616
H -1.896 0.250 1.457
H -2.962 -0.237 -1.179

The total energy is -587.3134 Ha. The calculation puts the energy above the lowest of the compared OMol25 structures with the same formula, charge and spin at 119.61 kcal per mole. Its orbital gap is 9.3575 eV. The HOMO energy comes out at -8.8 eV.

=====

No. 3
Entry from OMol25: a 4-piece molecular cluster, C2H6N2S overall (ωB97M-V/def2-TZVPD).

Element x y z (Å)
C -0.559 0.181 1.370
C -0.013 0.128 -1.641
H -0.357 -0.330 2.860
H -1.592 -0.739 0.654
H -0.633 1.714 1.440
H 1.526 0.520 0.410
H 0.510 -1.778 -0.780
H -0.133 -0.606 -2.547
N 0.745 -0.172 0.587
N 0.326 -0.695 -0.639
S 0.179 1.777 -1.715

The total energy is -587.2257 Ha. The calculation puts the energy above the lowest of the compared OMol25 structures with the same formula, charge and spin at 174.62 kcal per mole. Its orbital gap is 8.7613 eV. The HOMO energy comes out at -8.7 eV.

=====

No. 4
Entry from OMol25: a single C2H6N2S molecule (ωB97M-V/def2-TZVPD).

Element x y z (Å)
C -1.900 -0.858 0.134
C 0.428 -0.610 -0.187
H -2.745 -0.778 -0.620
H -1.530 -1.909 -0.059
H -2.354 -0.520 1.118
H -0.365 1.777 0.343
H -1.576 1.761 -0.809
H 0.400 -1.657 -0.209
N -0.786 -0.004 -0.090
N -1.134 1.400 0.045
S 1.903 0.023 0.054

The total energy is -587.4240 Ha. The calculation puts the energy above the lowest of the compared OMol25 structures with the same formula, charge and spin at 50.23 kcal per mole. Its orbital gap is 9.2460 eV. The HOMO energy comes out at -8.5 eV.